Density functional theory data (the ωB97M-V functional and the def2-TZVPD basis) for a cluster of 5 separate species, C35H41F4NO3P2S in total.

Cartesian coordinates (Å):
1 C -2.93226 -1.11306 4.13946
2 C -3.99115 -0.30407 3.23056
3 O -4.21459 0.90861 3.40535
4 O -4.67366 -1.06652 2.24501
5 C -4.30418 -0.68854 0.89437
6 C -2.75211 -0.38894 0.67026
7 C -1.78745 -1.65559 0.94404
8 C -0.29406 -1.15744 1.30230
9 P 1.07197 -2.36726 0.77237
10 C 0.73855 -3.53935 -0.69614
11 C -0.38080 -4.64147 -0.41672
12 O -0.08102 -5.85927 -0.54550
13 N 1.71171 -1.14088 -0.42523
14 C 2.76717 -0.63493 0.18981
15 S 4.06364 0.28570 0.63784
16 P 0.41725 -3.93309 2.16907
17 C 0.43616 -3.33600 3.96902
18 C 1.79825 -5.26277 2.09930
19 H -2.91101 -0.71734 5.21425
20 H -3.08438 -2.24182 4.08509
21 H -1.90722 -0.89325 3.67689
22 H -4.58879 -1.58215 0.22475
23 H -4.88987 0.20104 0.47645
24 H -2.63282 -0.15532 -0.45386
25 H -2.38077 0.56596 1.20016
26 H -2.20576 -2.38871 1.71477
27 H -1.70706 -2.19784 -0.07067
28 H -0.13994 -0.94662 2.41303
29 H -0.12140 -0.19556 0.69342
30 H 2.36582 -2.34141 1.42945
31 H 0.42863 -2.88255 -1.57300
32 H 1.73368 -4.05153 -0.93944
33 H -1.45944 -4.37398 -0.11135
34 H 1.51408 -3.01548 4.23140
35 H 0.13202 -4.16081 4.69702
36 H -0.24737 -2.44842 4.16630
37 H 2.38648 -5.04600 1.13173
38 H 1.36770 -6.31296 2.06595
39 H 2.49896 -5.06959 2.97555
40 F 7.61931 5.44747 0.40063
41 C 6.59315 5.04987 -0.36818
42 C 5.92970 5.98046 -1.15189
43 C 4.86970 5.56765 -1.95241
44 C 4.47887 4.23107 -1.95133
45 C 5.14958 3.30649 -1.15632
46 C 6.21662 3.71648 -0.36408
47 H 6.24302 7.01768 -1.13307
48 H 4.34785 6.28589 -2.57556
49 H 3.64888 3.91072 -2.57272
50 H 4.84128 2.26704 -1.15383
51 H 6.75603 3.00873 0.25452
52 F -8.82885 -3.86058 -1.06757
53 C -8.90252 -3.26575 0.13390
54 C -10.11947 -3.21571 0.79475
55 C -10.19447 -2.60392 2.04162
56 C -9.05404 -2.03995 2.60816
57 C -7.83810 -2.09187 1.93279
58 C -7.76029 -2.71324 0.69085
59 H -10.99774 -3.65277 0.33441
60 H -11.14023 -2.56587 2.57105
61 H -9.11460 -1.55901 3.57898
62 H -6.95197 -1.64889 2.37303
63 H -6.82047 -2.77102 0.15451
64 F 1.81337 6.63615 -4.15687
65 C 1.26876 7.57276 -3.36484
66 C 0.03803 7.33379 -2.77408
67 C -0.52367 8.30245 -1.94907
68 C 0.14625 9.50374 -1.73236
69 C 1.37904 9.73550 -2.33426
70 C 1.94704 8.76334 -3.15056
71 H -0.47278 6.39649 -2.96067
72 H -1.48266 8.12199 -1.47601
73 H -0.29513 10.26039 -1.09204
74 H 1.89776 10.67331 -2.16777
75 H 2.91053 8.92407 -3.61987
76 F 4.02207 -2.91662 -0.32851
77 C 4.53660 -3.11859 -1.55599
78 C 5.36141 -4.21018 -1.77523
79 C 5.88942 -4.42275 -3.04420
80 C 5.59510 -3.53540 -4.07618
81 C 4.76938 -2.43973 -3.84271
82 C 4.23189 -2.23219 -2.57689
83 H 5.58587 -4.88541 -0.95770
84 H 6.52988 -5.27812 -3.22880
85 H 6.01112 -3.69973 -5.06478
86 H 4.54437 -1.74728 -4.64654
87 H 3.58016 -1.38973 -2.37932

Results
SMILES string: CC(=O)OCCCC[PH](CC=O)(N=C=S)P(C)C.Fc1ccccc1.Fc1ccccc1.Fc1ccccc1.Fc1ccccc1
Net charge: 0
Gap between HOMO and LUMO, eV: 7.39
Calculated total energy, eV: -84870.1625

---

Density functional theory data (the ωB97M-V functional and the def2-TZVPD basis) for a structure of composition C35H41IN3O19P2.

Cartesian coordinates (Å):
1 C 6.34425 0.73294 2.75432
2 C 5.64395 0.80786 1.39391
3 C 4.56405 1.88413 1.44472
4 C 3.97592 2.23603 0.06865
5 C 2.56802 1.73704 -0.17959
6 C 1.59412 1.98989 0.92459
7 C 0.25016 1.56294 0.36577
8 P -1.11535 2.29355 1.40427
9 P -2.08109 0.71604 2.56733
10 O -2.90850 -0.10568 1.73049
11 O -0.93706 -0.09066 3.31917
12 O -2.88062 1.43397 3.71866
13 N 0.29626 0.06974 0.29161
14 C 1.51552 -0.42151 -0.07158
15 N 1.74383 -1.69157 0.08849
16 C 0.75188 -2.62818 0.60177
17 I 1.33471 -4.59629 -0.06022
18 C 0.61623 -2.63428 2.13590
19 C 1.62360 -1.76496 2.85476
20 N 2.51395 0.30833 -0.60538
21 H 6.17727 1.67311 3.25247
22 H 5.99030 -0.08533 3.35490
23 H 7.41144 0.66606 2.64327
24 H 5.20975 -0.14554 1.10681
25 H 6.36894 1.08280 0.64249
26 H 5.03249 2.77747 1.82092
27 H 3.83353 1.59987 2.19005
28 H 4.61340 1.76734 -0.66806
29 H 3.99137 3.29753 -0.07875
30 H 2.18739 2.31906 -1.00649
31 H 1.84611 1.40343 1.79614
32 H 1.55919 3.02575 1.21422
33 H 0.18776 1.94296 -0.64428
34 H -2.12252 2.71885 0.52142
35 H -0.12822 0.41283 3.17370
36 H -2.79414 2.38708 3.58076
37 H -0.41936 -0.28653 -0.33327
38 H 2.63600 -2.09440 -0.13890
39 H -0.19060 -2.43092 0.13345
40 H 0.72145 -3.63889 2.49789
41 H -0.39733 -2.35569 2.35264
42 H 1.35371 -0.72199 2.73696
43 H 1.62026 -1.96457 3.90882
44 H 2.61784 -1.86496 2.45537
45 H 3.36888 -0.10806 -0.25193
46 C 8.62129 -1.38760 5.30219
47 C 9.83737 -1.36592 5.86894
48 C 10.87831 -2.40351 5.54591
49 O 11.96486 -2.31650 6.07832
50 C 10.52461 -3.46191 4.61243
51 C 9.30894 -3.48257 4.05127
52 C 8.27982 -2.43074 4.35445
53 O 7.19789 -2.49671 3.79495
54 O 8.93758 -4.42437 3.19812
55 O 10.19601 -0.44196 6.73643
56 H 7.86678 -0.64672 5.52508
57 H 11.27302 -4.21184 4.40006
58 H 8.02144 -4.20750 2.94356
59 H 11.11656 -0.65329 6.98933
60 C -6.85263 -0.28214 -3.22851
61 C -5.53756 -0.16065 -3.45051
62 C -4.61816 0.47708 -2.44280
63 O -3.42355 0.54158 -2.69125
64 C -5.19977 0.99005 -1.22498
65 C -6.51843 0.87702 -1.00047
66 C -7.43154 0.21329 -1.99240
67 O -8.61228 0.12574 -1.72462
68 O -7.08880 1.33672 0.09248
69 O -4.97136 -0.59009 -4.56138
70 H -7.52023 -0.73972 -3.94452
71 H -4.53549 1.46293 -0.51604
72 H -8.04113 1.12913 0.00699
73 H -4.01705 -0.38232 -4.48152
74 C -8.77587 3.69698 -2.39912
75 C -9.03620 4.23894 -1.20182
76 C -8.97273 5.72284 -0.97313
77 O -9.23813 6.14859 0.13375
78 C -8.59082 6.57267 -2.08887
79 C -8.32672 6.03108 -3.28655
80 C -8.41624 4.54888 -3.52109
81 O -8.18105 4.12160 -4.63434
82 O -7.97363 6.75919 -4.33101
83 O -9.36401 3.50661 -0.15078
84 H -8.82256 2.63117 -2.57443
85 H -8.53175 7.63657 -1.90926
86 H -7.84506 6.12901 -5.06589
87 H -9.50192 4.13724 0.58289
88 C -0.56291 -2.93551 -3.98258
89 C -0.55845 -4.18555 -3.51501
90 C -1.00284 -5.34977 -4.35421
91 O -0.94932 -6.45973 -3.86425
92 C -1.47309 -5.08443 -5.70059
93 C -1.47963 -3.82985 -6.17498
94 C -1.00625 -2.67182 -5.34169
95 O -1.00972 -1.55740 -5.82794
96 O -1.89581 -3.53956 -7.39195
97 O -0.14906 -4.49334 -2.28521
98 H -0.23965 -2.09035 -3.39081
99 H -1.80654 -5.92709 -6.28886
100 H -1.80123 -2.57396 -7.49332
101 H -0.23402 -5.46719 -2.21861

Results
Net charge: +1
Gap between HOMO and LUMO, eV: 7.58
Calculated total energy, eV: -107004.1546